No. 1
Here is one molecule with the formula C24H28N2O5 in a non-equilibrium geometry from the OMol25 dataset. Energies are from ωB97M-V with the def2-TZVPD basis set.

The energy above the lowest of the compared OMol25 structures with the same formula, charge and spin comes out at 217.3 kJ/mol. The SMILES is CCCCNC(=O)c1cn(-c2ccc(OCC)cc2)c(=O)c2cc(OC)c(OC)cc12. The calculation puts the electronic energy at -38560.504 eV.

Structure (ORCA input):
```
! wB97M-V def2-TZVPD RIJCOSX def2/J DEFGRID3
* xyz 0 1
C -1.863 4.737 2.404
C -2.987 5.379 1.598
C -3.208 4.765 0.214
C -3.572 3.276 0.237
N -2.406 2.424 0.223
C -2.208 1.462 -0.710
O -3.020 1.193 -1.574
C -0.927 0.718 -0.530
C -0.979 -0.636 -0.573
N 0.096 -1.436 -0.346
C -0.083 -2.846 -0.373
C 0.772 -3.650 -1.119
C 0.589 -5.014 -1.136
C -0.450 -5.610 -0.416
O -0.540 -6.960 -0.533
C -1.481 -7.677 0.241
C -1.050 -7.828 1.697
C -1.302 -4.799 0.327
C -1.113 -3.429 0.347
C 1.352 -0.922 -0.021
O 2.278 -1.662 0.261
C 1.449 0.533 -0.051
C 2.709 1.103 0.177
C 2.896 2.463 0.110
O 4.071 3.110 0.317
C 5.204 2.335 0.628
C 1.791 3.297 -0.225
O 2.079 4.618 -0.327
C 1.069 5.501 -0.748
C 0.548 2.739 -0.422
C 0.344 1.353 -0.317
H -2.125 3.726 2.707
H -1.677 5.314 3.307
H -0.937 4.705 1.831
H -2.765 6.441 1.466
H -3.916 5.309 2.168
H -4.019 5.311 -0.271
H -2.314 4.900 -0.400
H -4.140 3.009 -0.658
H -4.188 3.057 1.116
H -1.717 2.552 0.945
H -1.909 -1.139 -0.796
H 1.580 -3.203 -1.675
H 1.242 -5.652 -1.710
H -1.528 -8.660 -0.235
H -2.474 -7.215 0.172
H -0.962 -6.858 2.180
H -1.780 -8.427 2.236
H -0.083 -8.322 1.745
H -2.117 -5.215 0.899
H -1.772 -2.811 0.941
H 3.517 0.423 0.391
H 6.019 3.046 0.755
H 5.063 1.772 1.555
H 5.450 1.641 -0.182
H 1.545 6.477 -0.823
H 0.251 5.557 -0.021
H 0.666 5.217 -1.726
H -0.287 3.360 -0.703
*
```

These are the Mulliken partial charges, in e, on atoms 1 to 6:
1. C -0.898
2. C -0.480
3. C -0.328
4. C -1.011
5. N -0.133
6. C -0.029



No. 2
Here is C18H25AsCsF9N6O2 as an isolated structure in a non-equilibrium geometry from the OMol25 dataset. Energies are from ωB97M-V with the def2-TZVPD basis set.

The energy above the lowest of the compared OMol25 structures with the same formula, charge and spin comes out at 16.9 kJ/mol. The calculation puts the electronic energy at -117951.972 eV.

Structure (ORCA input):
```
! wB97M-V def2-TZVPD RIJCOSX def2/J DEFGRID3
* xyz 0 1
Cs 0.433 0.473 0.850
C 0.457 0.666 -5.112
N 1.763 0.920 -4.544
C 2.402 2.112 -5.093
C 1.890 0.677 -3.171
N 0.958 0.451 -2.339
N 3.247 0.649 -2.808
C 3.811 0.529 -1.530
N 5.204 0.496 -1.631
N 3.109 0.424 -0.482
H 0.542 0.667 -6.198
H -0.283 1.428 -4.832
H 0.088 -0.311 -4.805
H 2.740 1.933 -6.114
H 3.257 2.403 -4.490
H 1.709 2.963 -5.106
H 0.054 0.586 -2.784
H 3.865 0.432 -3.570
H 5.600 1.100 -2.334
H 5.671 0.597 -0.744
H 3.695 0.385 0.349
C -0.707 5.209 -0.316
As -0.736 3.780 0.956
C -2.301 2.780 0.486
C -1.025 4.602 2.649
O 0.696 2.931 0.890
H -1.645 5.763 -0.307
H -0.546 4.778 -1.302
H 0.119 5.873 -0.071
H -3.183 3.394 0.667
H -2.350 1.867 1.087
H -2.234 2.548 -0.577
H -2.006 5.074 2.679
H -0.240 5.344 2.771
H -0.957 3.846 3.424
N 0.695 -2.549 0.150
C 0.461 -3.671 0.057
C 0.165 -5.090 -0.062
C 0.964 -5.898 -0.862
C 0.670 -7.248 -0.973
C -0.415 -7.781 -0.288
C -1.208 -6.969 0.514
C -0.920 -5.619 0.629
H 1.806 -5.466 -1.386
H 1.288 -7.883 -1.594
H -0.643 -8.836 -0.378
H -2.050 -7.387 1.050
H -1.524 -4.972 1.252
F -1.309 2.099 4.948
C -2.425 1.508 4.491
F -3.192 1.227 5.554
F -3.082 2.435 3.764
C -2.064 0.273 3.595
O -1.323 0.639 2.536
C -3.397 -0.394 3.112
F -4.094 0.461 2.343
F -4.213 -0.789 4.104
F -3.135 -1.471 2.357
C -1.246 -0.754 4.444
F -0.081 -0.215 4.832
F -1.880 -1.181 5.551
F -0.948 -1.837 3.710
*
```

These are the Mulliken partial charges, in e, on atoms 1 to 6:
1. Cs 1.445
2. C -1.159
3. N 0.037
4. C -1.032
5. C 0.144
6. N -0.378



No. 3
Here is C13H19Cl2O5Pt as an isolated structure from the OMol25 dataset. Energies are from ωB97M-V with the def2-TZVPD basis set.

The energy above the lowest of the compared OMol25 structures with the same formula, charge and spin comes out at 118.0 kJ/mol. The calculation puts the electronic energy at -52318.342 eV.

Structure (ORCA input):
```
! wB97M-V def2-TZVPD RIJCOSX def2/J DEFGRID3
* xyz -1 3
Pt -1.207 0.114 0.721
O -3.216 0.717 -2.828
C -2.258 0.376 -2.144
O -2.350 -0.313 -1.056
C -0.852 0.702 -2.727
C 0.173 -0.430 -2.535
C 1.316 -0.251 -3.554
C 2.119 0.908 -2.909
C 1.242 1.218 -1.684
O 0.818 -0.092 -1.304
C -0.058 1.910 -2.149
C -0.700 2.768 -1.026
O -0.836 3.965 -1.274
O -1.010 2.229 0.099
H -1.052 0.867 -3.784
H -0.249 -1.430 -2.479
H 1.915 -1.159 -3.629
H 0.938 -0.003 -4.546
H 3.105 0.572 -2.587
H 2.240 1.774 -3.559
H 1.754 1.711 -0.860
H 0.164 2.629 -2.934
C 0.286 -0.171 4.822
C 0.250 -0.138 3.291
C 1.059 1.060 2.782
C -1.200 -0.088 2.791
H 1.316 -0.230 5.185
H -0.261 -1.033 5.211
H -0.170 0.736 5.227
H 0.723 -1.056 2.925
H 0.603 1.992 3.126
H 1.064 1.084 1.690
H 2.094 1.021 3.131
H -1.705 0.775 3.236
H -1.730 -0.987 3.119
Cl -0.976 -2.645 0.571
C -0.992 -4.444 0.436
Cl 0.638 -5.118 0.370
H -1.507 -4.708 -0.479
H -1.490 -4.834 1.315
*
```

These are the Mulliken partial charges, in e, on atoms 1 to 6:
1. Pt 0.748
2. O -0.725
3. C 0.093
4. O -0.733
5. C -0.166
6. C 0.111



No. 4
Here is one molecule with the formula C3H5NO2S2 in a non-equilibrium geometry from the OMol25 dataset. Energies are from ωB97M-V with the def2-TZVPD basis set.

The energy above the lowest of the compared OMol25 structures with the same formula, charge and spin comes out at 688.1 kJ/mol. The calculation puts the electronic energy at -30440.977 eV.

Structure (ORCA input):
```
! wB97M-V def2-TZVPD RIJCOSX def2/J DEFGRID3
* xyz 0 1
C -0.126 -1.079 -1.611
C 2.036 -1.615 -0.052
C -2.507 2.128 -0.202
N -1.938 1.581 -1.223
O -1.147 2.068 -2.010
O -2.289 0.272 -1.497
S -1.363 -0.863 -2.567
S 1.059 -2.220 -1.462
H 2.430 -0.715 -0.373
H 2.864 -2.257 -0.088
H 1.532 -1.873 0.817
H -2.401 3.196 -0.169
H -3.122 1.580 0.519
*
```

These are the Mulliken partial charges, in e, on atoms 1 to 6:
1. C 0.099
2. C -0.955
3. C -0.502
4. N 0.692
5. O -0.656
6. O -0.370



No. 5
Here is C32H58Cl2GeInN4S2SeSi3 as an isolated structure in a non-equilibrium geometry from the OMol25 dataset. Energies are from ωB97M-V with the def2-TZVPD basis set.

The energy above the lowest of the compared OMol25 structures with the same formula, charge and spin comes out at 0.0 kJ/mol. The calculation puts the electronic energy at -237460.366 eV.

Structure (ORCA input):
```
! wB97M-V def2-TZVPD RIJCOSX def2/J DEFGRID3
* xyz 2 2
In 0.731 -0.283 0.975
Cl 0.657 -0.766 3.873
C -0.897 -1.647 3.985
C -1.659 -1.576 5.139
C -2.854 -2.271 5.209
C -3.224 -3.087 4.199
C -2.411 -3.216 3.056
Cl -2.883 -4.390 1.874
C -1.268 -2.356 2.838
S -0.511 -2.333 1.266
H -1.285 -1.000 5.958
H -3.512 -2.207 6.077
H -4.043 -3.780 4.238
C -2.493 4.585 -4.074
C -2.046 3.179 -4.381
C -0.886 2.696 -3.444
C -1.234 2.439 -1.972
N -2.017 1.200 -1.746
C -1.545 -0.045 -1.702
Se 0.240 -0.531 -1.935
N -2.560 -0.903 -1.561
C -2.514 -2.368 -1.445
C -3.123 -3.098 -2.575
C -2.391 -2.806 -3.917
C -1.005 -3.359 -3.832
C -3.741 -0.217 -1.416
C -5.012 -0.673 -1.210
C -6.013 0.251 -1.131
C -5.693 1.638 -1.275
C -4.402 2.111 -1.442
C -3.438 1.119 -1.553
H -3.129 4.978 -4.899
H -1.621 5.248 -3.960
H -3.031 4.709 -3.155
H -1.720 3.015 -5.419
H -2.924 2.454 -4.294
H -0.124 3.501 -3.468
H -0.343 1.804 -3.946
H -1.743 3.195 -1.453
H -0.298 2.238 -1.449
H -2.956 -2.654 -0.504
H -1.492 -2.639 -1.364
H -4.153 -2.792 -2.649
H -3.113 -4.138 -2.281
H -2.423 -1.704 -3.920
H -3.068 -3.087 -4.762
H -0.424 -2.878 -3.033
H -0.398 -3.265 -4.715
H -0.953 -4.422 -3.561
H -5.169 -1.726 -1.090
H -7.043 -0.081 -0.918
H -6.492 2.339 -1.094
H -4.188 3.166 -1.414
C 5.496 2.443 2.273
Si 3.784 1.767 2.626
C 3.738 0.835 4.265
C 2.452 3.069 2.618
Ge 3.338 0.258 0.810
Si 3.861 0.840 -1.498
C 3.747 -0.540 -2.715
C 2.790 2.313 -2.002
C 5.680 1.285 -1.344
Si 4.172 -2.051 1.153
C 3.389 -3.086 -0.206
C 3.733 -2.642 2.839
C 6.022 -2.146 0.945
H 5.891 3.265 2.888
H 5.526 2.795 1.263
H 6.225 1.628 2.235
H 4.126 1.453 5.066
H 4.320 -0.116 4.196
H 2.713 0.572 4.465
H 2.635 3.796 3.451
H 1.446 2.596 2.776
H 2.326 3.612 1.708
H 2.685 -0.782 -2.838
H 4.237 -1.453 -2.346
H 4.158 -0.160 -3.681
H 1.782 1.958 -2.331
H 3.213 2.955 -2.804
H 2.705 2.789 -1.052
H 6.278 0.406 -1.137
H 5.795 1.944 -0.513
H 6.240 1.698 -2.215
H 3.536 -4.163 0.000
H 3.962 -2.893 -1.111
H 2.310 -2.856 -0.413
H 2.708 -2.939 3.168
H 4.070 -1.960 3.603
H 4.302 -3.584 2.942
H 6.467 -2.143 -0.051
H 6.405 -3.034 1.463
H 6.435 -1.281 1.501
C -4.252 -0.033 2.263
N -2.864 0.236 1.872
C -2.186 1.373 2.073
N -2.762 2.270 2.867
S -0.703 1.754 1.346
H -4.571 -0.891 1.671
H -4.908 0.816 2.022
H -4.311 -0.321 3.314
H -2.337 -0.526 1.450
H -3.613 2.109 3.400
H -2.354 3.195 2.997
*
```

These are the Mulliken partial charges, in e, on atoms 1 to 6:
1. In -0.263
2. Cl 0.059
3. C 0.449
4. C -0.728
5. C -0.603
6. C -0.778



No. 6
Here is C26H31N7O4SSbSe4Y as an isolated structure in a non-equilibrium geometry from the OMol25 dataset. Energies are from ωB97M-V with the def2-TZVPD basis set.

The energy above the lowest of the compared OMol25 structures with the same formula, charge and spin comes out at 239.7 kJ/mol. The calculation puts the electronic energy at -325874.271 eV.

Structure (ORCA input):
```
! wB97M-V def2-TZVPD RIJCOSX def2/J DEFGRID3
* xyz 2 1
Y 0.589 0.778 0.339
C 3.721 1.418 0.846
N 2.510 1.531 1.684
C 2.575 0.624 2.868
C 1.217 0.092 3.272
C 0.692 0.300 4.524
C -0.560 -0.230 4.818
C -1.240 -0.960 3.858
C -0.638 -1.118 2.631
N 0.561 -0.608 2.323
C 2.299 2.943 2.060
C 1.620 3.733 0.961
C 1.276 5.048 1.207
C 0.526 5.726 0.265
C 0.162 5.080 -0.911
C 0.573 3.783 -1.088
N 1.290 3.102 -0.175
C 3.716 0.187 -0.037
C 4.885 -0.282 -0.607
C 4.826 -1.377 -1.453
C 3.605 -1.999 -1.696
C 2.485 -1.482 -1.093
N 2.529 -0.385 -0.302
H 4.628 1.427 1.455
H 3.763 2.293 0.200
H 3.050 1.122 3.713
H 3.189 -0.234 2.594
H 1.241 0.872 5.259
H -1.000 -0.057 5.790
H -2.216 -1.384 4.048
H -1.133 -1.684 1.848
H 3.249 3.425 2.316
H 1.664 2.983 2.946
H 1.563 5.515 2.142
H 0.221 6.751 0.447
H -0.423 5.574 -1.675
H 0.320 3.249 -1.995
H 5.830 0.202 -0.385
H 5.730 -1.753 -1.916
H 3.525 -2.870 -2.334
H 1.511 -1.944 -1.246
C -3.191 -5.860 -1.367
C -1.882 -5.087 -1.555
S -2.005 -3.341 -1.614
O -2.760 -2.879 -0.466
O -0.670 -2.828 -1.845
C -2.948 -2.990 -3.063
C -3.333 -1.511 -3.134
N -2.178 -0.650 -2.772
C -2.074 -0.010 -1.589
N -0.816 0.448 -1.436
C -0.127 0.109 -2.590
C -0.958 -0.545 -3.401
N -0.641 -1.111 -4.695
O 0.509 -1.031 -5.050
O -1.556 -1.617 -5.316
C -3.211 0.170 -0.650
H -2.945 -6.881 -1.083
H -3.774 -5.911 -2.286
H -3.801 -5.426 -0.577
H -1.346 -5.372 -2.464
H -1.205 -5.215 -0.704
H -3.858 -3.593 -3.047
H -2.327 -3.286 -3.909
H -4.110 -1.280 -2.418
H -3.681 -1.273 -4.130
H 0.908 0.356 -2.783
H -3.961 0.820 -1.106
H -2.844 0.650 0.250
H -3.671 -0.782 -0.397
Se -2.846 5.408 2.665
Sb -1.891 3.307 3.553
Se -3.565 1.908 4.712
Se -0.218 3.853 5.131
Se -0.954 2.055 1.634
*
```

These are the Mulliken partial charges, in e, on atoms 1 to 6:
1. Y -0.328
2. C -0.808
3. N 0.633
4. C -0.955
5. C 1.134
6. C -0.825



Q: Among the records above, which one has the lowest electronic energy?
A: C26H31N7O4SSbSe4Y



Q: Among the records above, which one has the highest electronic energy?
A: C3H5NO2S2



Q: The highest electronic energy belongs to which entry?
A: C3H5NO2S2



Q: Look up the electronic energy of the sixth one.
A: -325874.271 eV